1.
Molecular formula: C44H110O22
Method: DFT, the ωB97M-V functional and the def2-TZVPD basis

XYZ file:
```
176
Properties=species:S:1:pos:R:3:lowdin_charge:R:1
C 3.23153 -4.75572 -1.22441 -0.106
O 2.67750 -4.25562 -0.03914 -0.198
C 2.50549 -5.32927 0.86809 -0.197
C 3.74792 -5.65259 1.69976 -0.212
O 4.61076 -6.59381 1.09703 -0.219
C 5.89366 -6.74194 1.71773 -0.091
H 4.15489 -5.31464 -1.02835 0.085
H 3.25434 -3.96926 -2.00366 0.098
H 2.57145 -5.59277 -1.54801 0.083
H 2.29766 -6.31254 0.34720 0.139
H 1.65694 -5.09777 1.51904 0.102
H 3.41840 -6.07551 2.67725 0.129
H 4.34902 -4.70514 1.92587 0.141
H 6.57237 -7.24694 1.00739 0.090
H 5.81278 -7.40862 2.56962 0.079
H 6.29174 -5.74085 1.94610 0.087
C 2.71669 -0.63194 6.80193 -0.138
O 1.43097 -0.63383 6.23541 -0.231
C 0.60939 0.49197 6.61169 -0.168
C -0.63549 0.45038 5.72910 -0.224
O -1.55910 -0.44360 6.29517 -0.177
C -2.67201 -0.87840 5.49046 -0.083
H 3.45389 0.16738 6.37093 0.121
H 3.17040 -1.65639 6.70196 0.102
H 2.67190 -0.51871 7.84058 0.052
H 1.14956 1.40600 6.31576 0.120
H 0.39288 0.50118 7.69361 0.136
H -0.27368 0.19350 4.73329 0.103
H -1.04187 1.51160 5.67917 0.140
H -2.35590 -1.19485 4.50806 0.053
H -3.51583 -0.15095 5.38473 0.097
H -3.08072 -1.69724 6.07511 0.087
C 3.01744 -1.73204 -7.43377 -0.085
O 2.90375 -1.08899 -6.13848 -0.216
C 3.32720 0.23895 -6.03932 -0.206
C 2.22947 1.10574 -6.63345 -0.239
O 1.08491 1.02996 -5.81129 -0.194
C 0.41828 2.28657 -5.71693 -0.087
H 3.23788 -0.98417 -8.28655 0.104
H 2.05405 -2.25592 -7.68185 0.096
H 3.80067 -2.47824 -7.37087 0.070
H 4.31096 0.30621 -6.61499 0.148
H 3.32597 0.43661 -5.00562 0.097
H 2.08113 1.00939 -7.71747 0.119
H 2.58032 2.19137 -6.63510 0.127
H 0.15577 2.70710 -6.72125 0.102
H 1.19176 2.97649 -5.30234 0.095
H -0.43843 2.14227 -5.07807 0.055
C 5.81116 1.56140 0.17322 -0.132
O 5.27319 0.63572 1.10481 -0.180
C 4.36636 -0.24790 0.44623 -0.202
C 3.66555 -1.18577 1.42324 -0.186
O 2.68111 -0.48668 2.14337 -0.199
C 2.73908 -0.74711 3.52439 -0.102
H 6.31273 2.37194 0.74266 0.094
H 5.13635 1.99817 -0.67247 0.117
H 6.55341 1.06689 -0.40792 0.060
H 4.85423 -0.84079 -0.31309 0.126
H 3.57501 0.38711 -0.02354 0.099
H 4.46910 -1.47396 2.16229 0.134
H 3.26189 -2.05646 0.92465 0.100
H 3.82133 -0.78831 3.79687 0.100
H 2.23857 -1.67182 3.83224 0.071
H 2.22468 0.09668 4.07404 0.091
C -4.56089 -0.83432 2.46473 -0.106
O -3.95245 0.21464 1.77111 -0.215
C -4.79804 1.30133 1.50077 -0.201
C -5.83030 0.94924 0.39258 -0.164
O -5.16304 0.60467 -0.85388 -0.175
C -4.90168 1.78079 -1.63659 -0.091
H -3.79150 -1.36045 3.08594 0.080
H -4.87258 -1.44046 1.58034 0.094
H -5.41924 -0.49871 3.03725 0.089
H -4.16736 2.12142 1.17329 0.103
H -5.31275 1.69471 2.43909 0.146
H -6.57593 1.72114 0.29389 0.114
H -6.36726 0.07586 0.77768 0.112
H -4.41191 1.50288 -2.52342 0.046
H -4.25205 2.53410 -1.17601 0.085
H -5.80482 2.28203 -1.81858 0.073
C -3.95075 -2.32843 -2.84474 -0.084
O -2.55294 -2.39469 -3.10442 -0.246
C -2.15369 -3.20288 -4.14936 -0.235
C -0.61476 -3.22178 -3.95662 -0.204
O -0.03941 -4.05988 -4.92442 -0.193
C 1.09262 -4.81044 -4.53246 -0.094
H -4.10771 -1.65245 -1.98236 0.077
H -4.17382 -3.37138 -2.57539 0.097
H -4.53024 -1.95403 -3.69750 0.086
H -2.29293 -2.78330 -5.21194 0.143
H -2.53146 -4.24649 -4.25745 0.133
H -0.39010 -3.66849 -2.95160 0.129
H -0.32837 -2.13149 -3.97571 0.136
H 0.93000 -5.22882 -3.56251 0.060
H 1.92474 -4.13641 -4.43442 0.076
H 1.27949 -5.62450 -5.27065 0.104
C -3.18491 6.06737 0.19689 -0.179
O -2.49965 6.26273 1.35287 -0.157
C -1.19662 5.67791 1.24267 -0.158
C -1.12020 4.17112 0.97338 -0.199
O -1.55571 3.51244 2.12142 -0.163
C -1.16809 2.19942 2.17154 -0.115
H -2.65912 5.89106 -0.70498 0.055
H -3.85353 6.94970 0.09672 0.106
H -3.79181 5.15197 0.35002 0.093
H -0.76534 5.86468 2.17693 0.092
H -0.59743 6.20338 0.37772 0.163
H -0.10858 3.93847 0.78329 0.086
H -1.79999 3.82839 0.13406 0.137
H -1.38882 1.71877 3.13403 0.092
H -0.11778 2.08017 2.01515 0.079
H -1.74733 1.63689 1.47217 0.047
C 2.64823 3.22715 1.08782 -0.118
O 1.75192 3.82186 1.94177 -0.228
C 2.14646 3.66669 3.27836 -0.182
C 1.13831 4.42648 4.14957 -0.201
O 1.59414 4.46859 5.49231 -0.199
C 0.92544 5.55972 6.12331 -0.104
H 3.58596 3.71496 1.06594 0.070
H 2.09435 3.28254 0.12492 0.106
H 2.83931 2.11200 1.41440 0.116
H 3.17533 3.98059 3.33162 0.124
H 2.15260 2.58898 3.53318 0.123
H 0.12402 3.92778 4.00717 0.137
H 1.02012 5.47458 3.79826 0.118
H 1.25462 5.63283 7.19028 0.102
H -0.15493 5.35807 5.97541 0.095
H 1.16916 6.46358 5.56337 0.078
C -2.33825 -2.69593 0.21641 -0.059
O -1.53152 -2.20582 1.33972 -0.196
C -0.80627 -3.27180 1.92338 -0.219
C 0.31102 -2.79814 2.80339 -0.248
O 0.96327 -3.85183 3.42028 -0.197
C 0.53349 -4.23886 4.75004 -0.052
H -1.84309 -2.47853 -0.75056 0.065
H -3.26143 -2.13746 0.16826 0.056
H -2.59512 -3.79296 0.23898 0.112
H -0.33150 -3.77118 1.06390 0.120
H -1.49339 -3.97305 2.43337 0.138
H -0.05818 -1.95580 3.52321 0.154
H 1.00568 -2.32251 2.15194 0.082
H -0.06175 -3.48197 5.22680 0.074
H 1.50207 -4.38381 5.26343 0.092
H -0.00893 -5.20832 4.81681 0.089
C -2.51428 0.49812 -4.85545 -0.106
O -2.88671 1.85885 -4.78141 -0.227
C -4.19421 2.03894 -5.30975 -0.216
C -4.61089 3.50174 -5.19882 -0.212
O -4.57705 3.92077 -3.85265 -0.192
C -3.66214 5.04188 -3.60581 -0.043
H -2.43899 0.23591 -5.97395 0.121
H -3.34588 -0.11636 -4.37733 0.086
H -1.56167 0.44251 -4.31673 0.084
H -4.87752 1.47983 -4.61216 0.121
H -4.32048 1.56148 -6.28843 0.126
H -5.68558 3.51027 -5.52192 0.136
H -4.02027 4.07576 -5.90519 0.120
H -2.68171 4.71851 -3.85697 0.073
H -3.86681 5.27825 -2.59745 0.056
H -3.79989 5.93164 -4.28304 0.103
C 2.20402 -0.08066 -2.18120 -0.096
O 2.04576 -1.16874 -1.28497 -0.200
C 0.79163 -1.25882 -0.61045 -0.164
C 0.34245 0.03529 -0.02083 -0.167
O -0.25616 0.87895 -1.03114 -0.181
C -1.63570 0.87400 -1.14120 -0.113
H 1.63830 -0.27630 -3.09255 0.084
H 3.28914 -0.12926 -2.35520 0.088
H 1.96455 0.92217 -1.74695 0.093
H 0.95126 -1.99893 0.18537 0.105
H 0.03429 -1.59180 -1.31854 0.113
H 1.16895 0.63199 0.40374 0.114
H -0.36261 -0.17457 0.73830 0.096
H -2.12334 0.93233 -0.17413 0.065
H -2.00577 0.00729 -1.66902 0.078
H -2.05016 1.65904 -1.74387 0.074
```

Its HOMO energy is -8.872 eV. As for the relative energy (zero: lowest compared OMol25 entry of this formula, charge and spin): 326.3 kJ/mol. Its LUMO energy is 0.745 eV. The largest force on an atom comes out at 3.530 eV Å⁻¹. The SMILES is COCCOC.COCCOC.COCCOC.COCCOC.COCCOC.COCCOC.COCCOC.COCCOC.COCCOC.COCCOC.COCCOC.

***

2.
Molecular formula: C22H42Cl3N2O4SScSi
Method: DFT, the ωB97M-V functional and the def2-TZVPD basis

XYZ file:
```
76
Properties=species:S:1:pos:R:3:lowdin_charge:R:1
C -2.31941 -2.17096 -5.27247 -0.054
C -1.59592 -2.61892 -4.04081 -0.210
H -2.79000 -3.05898 -5.64773 0.071
H -1.57403 -1.79759 -5.97473 0.085
H -3.18203 -1.51234 -5.15724 0.083
C -0.42350 -3.30232 -4.11812 -0.108
C -0.33834 -4.40771 -5.08590 -0.111
H 0.18100 -3.45041 -3.23616 0.072
H 0.21623 -4.21117 -6.01844 0.078
H -1.37445 -4.65437 -5.32933 0.070
H 0.12845 -5.29897 -4.67269 0.070
Sc 1.02598 1.68765 0.69127 0.435
Cl -1.79254 1.61516 0.68115 -0.015
Cl 1.46834 3.48101 -1.01534 -0.056
H 1.55532 6.10647 3.57931 0.099
H -0.95698 6.61292 2.98451 0.100
C 1.61285 5.39301 2.72997 0.000
C -0.79365 5.99256 2.07628 -0.015
N 0.24472 5.00100 2.31298 -0.156
H 2.17420 4.45989 2.96271 0.096
C 0.07917 3.75334 2.00202 -0.388
O 0.96230 2.89653 2.32403 -0.163
H -1.70045 5.44420 1.75288 0.108
H -0.85524 3.44019 1.51863 0.008
H 2.11835 5.86664 1.85479 0.109
H -0.46612 6.67480 1.26735 0.103
H 2.53046 -0.55382 -3.20860 0.074
H 2.81475 -3.22253 -2.26021 0.088
C 3.36260 -0.45458 -2.50178 -0.042
C 3.46687 -2.73057 -1.53032 -0.049
N 3.16021 -1.30479 -1.34014 -0.160
H 3.52632 0.55953 -2.11424 0.105
C 3.01331 -0.72047 -0.12075 -0.311
O 2.97112 0.49856 0.18988 -0.150
H 3.44729 -3.32501 -0.60382 0.089
H 2.86358 -1.47010 0.66021 0.136
H 4.22846 -0.80492 -3.06241 0.094
H 4.44796 -2.87426 -1.99573 0.090
O -1.13343 -0.58852 -3.33658 -0.222
C -1.83387 -1.70639 -2.83082 -0.255
C -0.00741 -2.58191 -1.22229 -0.137
C -1.35953 -2.30913 -1.51630 -0.177
H 0.81307 -2.19916 -1.87116 0.080
C 0.28122 -3.38747 -0.13069 -0.106
H -2.90208 -1.60131 -2.97248 0.142
C -2.33936 -2.61492 -0.58918 -0.026
H 1.32948 -3.66114 0.02942 0.090
C -0.73577 -3.85766 0.70143 -0.152
C -2.02974 -3.38944 0.53188 -0.113
H -3.34118 -2.21022 -0.79885 0.127
H -0.50851 -4.55343 1.48375 0.094
H -2.82168 -3.53565 1.27654 0.109
Si -0.68402 0.90525 -3.84231 0.334
Cl 0.36110 0.25756 -0.95347 0.325
C 1.05068 1.41013 -4.18584 -0.163
C -1.50266 2.34708 -2.82671 -0.216
C -1.83619 0.91087 -5.30666 -0.177
H 1.87479 0.94127 -3.65862 -0.028
H 1.13401 2.49523 -3.98849 0.040
H 1.17113 1.23947 -5.26828 0.038
H -1.41033 0.08762 -5.94243 0.022
H -1.89013 1.85610 -5.87683 0.037
H -2.81723 0.60751 -4.84516 0.053
H -2.36517 2.01014 -2.21358 0.006
H -1.90138 2.99988 -3.64044 0.021
H -0.79443 2.97794 -2.23837 -0.046
C 0.30964 -2.23930 3.40736 -0.255
S -0.39498 -1.11861 2.19319 0.911
C -1.47760 -0.22347 3.42626 -0.236
O 0.66516 -0.01230 1.92807 -0.686
H -0.34490 -2.98623 3.85924 0.068
H 0.71467 -1.63296 4.21270 0.058
H 1.10606 -2.80882 2.94175 0.046
H -2.18760 0.36325 2.78210 -0.020
H -1.98991 -1.02675 4.02414 0.062
H -0.79491 0.44823 4.02926 0.081
```

Its HOMO energy is -7.811 eV. As for the relative energy (zero: lowest compared OMol25 entry of this formula, charge and spin): 206.9 kJ/mol. Its LUMO energy is 0.196 eV. The largest force on an atom comes out at 3.679 eV Å⁻¹.

***

Question: The highest relative energy (zero: lowest compared OMol25 entry of this formula, charge and spin) belongs to which entry?
Answer: C44H110O22

***

Question: The lowest relative energy (zero: lowest compared OMol25 entry of this formula, charge and spin) belongs to which entry?
Answer: C22H42Cl3N2O4SScSi

***

Question: Which of these has the lowest relative energy (zero: lowest compared OMol25 entry of this formula, charge and spin)?
Answer: C22H42Cl3N2O4SScSi

***

Question: relative energy (zero: lowest compared OMol25 entry of this formula, charge and spin) of number 1 (C44H110O22)?
Answer: 326.3 kJ/mol